No. 1
This record from the OMol25 dataset describes a 2-piece molecular cluster, C3H3F2IO overall. The level of theory is wB97M-V/def2-TZVPD.

Last column: Mulliken charge in e.
Atoms and positions in Å:
C1 0.698 0.372 -1.154  -0.418
C2 -0.493 0.676 -1.521  0.740
C3 -0.102 -0.611 1.688  -0.522
O1 0.718 0.277 1.078  -0.468
F1 -0.875 0.755 -2.824  -0.224
F2 -1.613 0.833 -0.856  -0.178
I1 2.457 -0.158 -1.927  0.272
H1 -1.065 -0.248 1.604  0.267
H2 0.218 -0.348 2.654  0.282
H3 0.057 -1.546 1.260  0.250

For the gap between HOMO and LUMO (alpha / beta), the calculation gives 8.03 / 8.01 eV. For the energy above the lowest of the compared OMol25 structures with the same formula, charge and spin, the calculation gives 111.0 kcal per mole. For the maximum force, the calculation gives 5.641 eV/Å. The highest occupied orbital energy (alpha / beta) comes out at -9.57 / -9.54 eV. As for the energy: -18736.70060 eV.

No. 2
This record from the OMol25 dataset describes C16H25ClNO5P2SSn as an isolated structure. The level of theory is wB97M-V/def2-TZVPD.

Last column: Mulliken charge in e.
Atoms and positions in Å:
C1 -3.716 -1.501 -1.781  -1.073
C2 -3.176 -0.224 -1.143  0.601
H1 -4.560 -1.243 -2.427  0.487
H2 -4.056 -2.168 -0.982  0.282
H3 -2.946 -2.052 -2.321  0.203
O1 -3.899 0.759 -1.091  -0.254
Cl1 -1.174 -2.607 -0.269  -0.115
Sn1 -1.264 -0.201 -0.350  1.662
P1 -2.150 -0.403 1.832  0.835
C3 -2.739 1.171 2.547  -1.335
C4 -3.585 -1.522 1.961  -1.248
H4 -3.892 -1.632 3.006  0.539
H5 -1.449 -1.336 3.958  0.617
H6 -3.296 -2.496 1.558  0.351
H7 -0.452 -1.918 2.579  0.361
H8 -3.475 1.618 1.872  0.377
H9 -4.417 -1.119 1.377  0.368
C5 -0.945 -1.052 3.028  -1.272
H10 -3.195 1.006 3.528  0.502
H11 -0.188 -0.286 3.212  0.339
H12 -1.892 1.855 2.650  0.389
P2 -0.117 -0.219 -2.427  0.949
C6 0.109 1.463 -3.100  -1.263
C7 1.569 -0.890 -2.301  -1.161
H13 -0.995 -2.192 -3.539  0.383
H14 -0.270 -1.062 -4.710  0.531
H15 -1.881 -0.728 -4.013  0.405
C8 -0.888 -1.139 -3.809  -1.224
H16 1.569 -1.744 -1.621  0.307
H17 1.931 -1.186 -3.291  0.533
H18 0.615 1.423 -4.069  0.526
H19 0.707 2.031 -2.383  0.276
H20 2.204 -0.108 -1.875  0.244
H21 -0.864 1.947 -3.219  0.385
C9 -1.303 1.652 -0.320  -0.425
O2 -1.333 2.805 -0.279  -0.069
O3 1.093 2.283 -0.172  -0.683
C10 1.517 1.275 0.353  0.343
N1 0.776 0.104 0.541  -0.403
S1 2.020 -0.979 1.282  1.111
O4 1.723 -1.378 2.729  -0.680
O5 2.231 -2.267 0.478  -0.599
C11 3.373 0.156 1.315  0.547
C12 4.667 0.043 1.826  -0.658
C13 5.528 1.158 1.721  -0.531
C14 5.085 2.347 1.116  -0.654
C15 3.769 2.432 0.641  -0.257
C16 2.923 1.320 0.769  0.312
H22 5.007 -0.864 2.301  0.587
H23 6.537 1.113 2.109  0.493
H24 5.742 3.201 1.023  0.498
H25 3.421 3.354 0.181  0.559

Its total charge is +3. For the gap between HOMO and LUMO (alpha / beta), the calculation gives 6.17 / 4.93 eV. For the maximum force, the calculation gives 16.101 eV/Å. The highest occupied orbital energy (alpha / beta) comes out at -19.17 / -18.99 eV. As for the energy: -76456.73064 eV.